106
Properties=species:S:1:pos:R:3 method="wB97M-V/def2-TZVPD" gap_ev=7.488 homo_ev=-7.6818 de_lowest_kj_mol=233.3
Bi 12.43 11.18 9.63
C 9.06 9.32 6.64
C 8.13 10.29 7.39
C 7.98 11.55 6.48
P 8.70 10.84 9.14
C 7.26 11.52 10.07
C 6.03 10.63 10.13
C 7.02 12.95 9.51
C 8.79 9.20 9.96
C 7.88 8.14 9.67
C 8.01 6.90 10.26
C 9.10 6.64 11.09
C 10.05 7.63 11.32
C 9.86 8.95 10.88
Si 10.97 10.31 11.65
C 9.84 11.25 12.83
C 8.92 10.44 13.52
C 7.91 10.96 14.33
C 7.74 12.34 14.41
C 8.61 13.21 13.73
C 9.72 12.68 13.02
P 10.99 13.81 12.44
C 11.56 14.70 13.98
C 12.66 15.72 13.57
C 10.46 15.38 14.80
C 10.20 15.03 11.25
C 8.84 15.66 11.63
C 11.14 16.16 10.79
C 12.36 9.42 12.67
C 11.93 8.67 13.76
C 12.82 8.35 14.80
C 14.17 8.60 14.63
C 14.68 9.33 13.55
C 13.75 9.78 12.59
P 14.48 10.79 11.21
C 15.84 9.85 10.34
C 15.80 8.34 10.69
C 15.88 10.26 8.84
C 15.33 12.28 11.96
C 14.61 12.63 13.28
C 16.87 12.19 12.21
H 8.70 9.18 5.60
H 9.04 8.30 7.06
H 10.10 9.65 6.57
H 7.11 9.82 7.44
H 8.91 12.14 6.47
H 7.16 12.21 6.74
H 7.82 11.24 5.42
H 7.65 11.68 11.10
H 5.53 10.51 9.14
H 5.34 11.07 10.81
H 6.16 9.61 10.57
H 6.29 12.97 8.69
H 7.95 13.43 9.11
H 6.59 13.60 10.25
H 7.05 8.37 9.00
H 7.22 6.15 10.16
H 9.18 5.70 11.57
H 10.99 7.26 11.74
H 8.96 9.33 13.43
H 7.25 10.30 14.81
H 6.95 12.73 15.07
H 8.51 14.28 13.84
H 12.05 13.92 14.56
H 12.21 16.65 13.16
H 13.46 15.34 12.90
H 13.22 16.06 14.49
H 9.74 15.85 14.13
H 10.90 16.13 15.47
H 9.92 14.71 15.44
H 10.06 14.34 10.39
H 8.92 16.47 12.36
H 8.05 14.95 11.96
H 8.41 16.09 10.72
H 11.08 17.04 11.50
H 10.77 16.49 9.81
H 12.20 15.92 10.68
H 10.92 8.26 13.80
H 12.47 7.80 15.65
H 14.88 8.20 15.37
H 15.75 9.46 13.38
H 16.78 10.22 10.80
H 16.29 7.76 9.90
H 14.76 7.98 10.75
H 16.40 8.10 11.60
H 15.00 9.91 8.30
H 16.74 9.79 8.34
H 15.92 11.36 8.72
H 15.22 13.14 11.24
H 14.85 11.87 14.06
H 13.55 12.72 13.08
H 14.98 13.63 13.59
H 17.19 11.44 12.95
H 17.17 13.19 12.59
H 17.43 12.03 11.30
O 12.66 8.58 5.91
C 12.56 9.12 7.02
O 12.15 10.32 7.33
C 12.95 8.19 8.29
O 13.41 7.07 8.23
O 12.76 8.87 9.41
Br 14.42 14.18 8.30
C 13.02 14.17 6.86
Br 11.21 14.08 7.60
H 13.19 13.23 6.28
H 13.20 15.10 6.35